# 1
{
  "formula": "C12H16F12O14S4Zr",
  "method": "wB97M-V/def2-TZVPD",
  "species": ["Zr", "C", "F", "F", "F", "S", "O", "O", "O", "C", "F", "F", "F", "S", "O", "O", "O", "C", "F", "F", "F", "S", "O", "O", "O", "C", "F", "F", "F", "S", "O", "O", "O", "C", "C", "C", "O", "C", "H", "H", "H", "H", "H", "H", "H", "H", "C", "C", "C", "O", "C", "H", "H", "H", "H", "H", "H", "H", "H"],
  "coordinates": [[-0.158, -0.157, 0.015], [0.137, -2.830, -3.163], [-0.544, -3.961, -3.345], [1.196, -3.092, -2.423], [0.477, -2.318, -4.328], [-0.976, -1.648, -2.275], [-0.943, -2.012, -0.827], [-0.326, -0.313, -2.164], [-2.235, -1.702, -2.901], [2.068, 2.457, 2.439], [3.063, 1.774, 3.003], [1.756, 3.533, 3.156], [2.423, 2.829, 1.201], [0.578, 1.372, 2.335], [-0.043, 1.418, 3.598], [-0.308, 1.749, 1.202], [1.030, 0.044, 1.832], [4.053, 0.030, -0.102], [4.903, -0.851, -0.625], [3.781, -0.289, 1.158], [4.551, 1.257, -0.167], [2.504, -0.039, -1.073], [2.865, -0.018, -2.430], [1.736, -1.208, -0.568], [1.584, 1.033, -0.611], [-3.749, 1.355, 1.603], [-4.909, 1.001, 2.143], [-3.958, 2.322, 0.723], [-2.924, 1.774, 2.533], [-3.014, -0.111, 0.717], [-4.047, -1.034, 0.439], [-2.281, 0.466, -0.449], [-1.817, -0.635, 1.434], [-0.573, 3.413, -3.523], [-1.663, 4.023, -2.637], [-1.662, 3.157, -1.372], [-0.555, 2.278, -1.476], [0.330, 2.737, -2.506], [-0.093, 4.180, -4.130], [-0.989, 2.693, -4.231], [-2.630, 4.134, -3.128], [-1.411, 5.059, -2.379], [-2.563, 2.555, -1.325], [-1.622, 3.775, -0.471], [0.842, 1.861, -2.894], [1.073, 3.420, -2.078], [0.340, -3.625, 3.385], [0.807, -4.459, 2.190], [1.003, -3.378, 1.146], [0.065, -2.358, 1.440], [-0.570, -2.626, 2.702], [1.210, -3.095, 3.788], [-0.122, -4.229, 4.161], [0.001, -5.130, 1.886], [1.725, -5.015, 2.367], [0.838, -3.764, 0.136], [2.014, -2.962, 1.126], [-1.523, -3.108, 2.457], [-0.743, -1.732, 3.287]],
  "de_lowest_kj_mol": 0.0,
  "gap_ha": 0.37310,
  "total_charge": 0
}

# 2
{
  "formula": "C12H16F12O14S4Zr",
  "method": "wB97M-V/def2-TZVPD",
  "species": ["Zr", "C", "F", "F", "F", "S", "O", "O", "O", "C", "F", "F", "F", "S", "O", "O", "O", "C", "F", "F", "F", "S", "O", "O", "O", "C", "F", "F", "F", "S", "O", "O", "O", "C", "C", "C", "O", "C", "H", "H", "H", "H", "H", "H", "H", "H", "C", "C", "C", "O", "C", "H", "H", "H", "H", "H", "H", "H", "H"],
  "coordinates": [[47.623, -19.308, 19.889], [47.095, -17.987, 24.091], [46.127, -17.794, 24.879], [47.980, -17.029, 24.187], [47.824, -19.004, 24.493], [46.340, -18.107, 22.292], [47.322, -17.629, 21.297], [46.516, -19.469, 21.655], [45.001, -17.562, 22.171], [49.255, -22.159, 16.987], [49.105, -22.487, 15.691], [48.393, -22.879, 17.727], [50.460, -22.568, 17.470], [48.916, -20.273, 17.387], [49.041, -19.407, 16.228], [47.538, -20.179, 17.911], [49.621, -19.804, 18.603], [50.895, -21.976, 21.220], [50.777, -22.974, 20.408], [51.474, -22.416, 22.357], [51.597, -21.070, 20.651], [49.128, -21.322, 21.436], [48.368, -21.420, 20.177], [48.385, -21.970, 22.527], [49.114, -19.873, 21.395], [45.662, -15.724, 18.756], [44.380, -15.531, 18.439], [46.513, -15.016, 18.055], [45.997, -15.402, 20.007], [46.140, -17.510, 18.273], [45.757, -18.419, 19.338], [45.629, -17.842, 16.944], [47.533, -17.712, 18.528], [51.717, -16.682, 20.954], [51.568, -16.126, 19.584], [50.274, -16.727, 19.038], [49.728, -17.582, 20.072], [50.298, -17.160, 21.291], [52.372, -16.214, 21.689], [52.260, -17.618, 20.823], [52.467, -16.469, 19.071], [51.557, -15.041, 19.689], [50.342, -17.306, 18.117], [49.566, -15.904, 18.937], [50.370, -17.874, 22.111], [49.725, -16.367, 21.771], [44.561, -22.747, 18.548], [44.734, -23.108, 19.968], [45.532, -21.985, 20.596], [45.918, -21.060, 19.572], [44.918, -21.247, 18.527], [43.539, -22.941, 18.224], [45.277, -23.309, 17.949], [45.175, -24.105, 19.993], [43.751, -23.325, 20.386], [46.417, -22.435, 21.045], [45.034, -21.522, 21.448], [45.317, -20.960, 17.554], [44.078, -20.577, 18.710]],
  "gap_ha": [0.36612, 0.12809],
  "total_charge": 1,
  "spin_multiplicity": 2
}

# 3
{
  "formula": "C12H16F3N4O3Si",
  "method": "wB97M-V/def2-TZVPD",
  "species": ["C", "Si", "C", "C", "N", "N", "N", "C", "C", "O", "C", "F", "F", "F", "N", "H", "H", "H", "H", "H", "H", "H", "H", "H", "H", "H", "H", "C", "C", "C", "O", "C", "C", "C", "O", "H", "H", "H", "H"],
  "coordinates": [[6.021, -0.307, 2.393], [4.754, 0.439, 1.224], [4.514, -0.723, -0.249], [5.250, 2.123, 0.545], [3.107, 0.661, 2.043], [2.780, 1.450, 2.963], [1.489, 1.328, 3.244], [1.060, 0.393, 2.429], [-0.339, -0.173, 2.240], [-0.690, 0.140, 0.900], [-2.018, 0.019, 0.645], [-2.222, 0.565, -0.541], [-2.391, -1.242, 0.545], [-2.781, 0.651, 1.506], [2.039, -0.059, 1.660], [6.723, -0.917, 1.812], [6.602, 0.471, 2.902], [5.563, -0.920, 3.182], [3.579, -0.456, -0.773], [5.349, -0.688, -0.951], [4.362, -1.742, 0.139], [5.429, 2.062, -0.534], [4.423, 2.830, 0.717], [6.125, 2.554, 1.044], [-0.269, -1.250, 2.448], [-0.968, 0.298, 3.003], [1.958, -0.775, 0.944], [-5.899, -1.182, -4.242], [-6.666, -0.122, -3.998], [-6.616, 0.582, -2.694], [-7.314, 1.546, -2.469], [-5.676, 0.059, -1.671], [-4.909, -1.000, -1.915], [-4.960, -1.703, -3.220], [-4.258, -2.668, -3.440], [-5.922, -1.709, -5.187], [-7.357, 0.273, -4.732], [-5.652, 0.586, -0.726], [-4.219, -1.396, -1.183]],
  "de_lowest_kj_mol": 54.3,
  "gap_ha": 0.26819,
  "total_charge": 1
}

# 4
{
  "formula": "C12H16IrN2S5",
  "method": "wB97M-V/def2-TZVPD",
  "species": ["Ir", "C", "C", "S", "C", "C", "S", "C", "C", "S", "H", "H", "H", "H", "H", "H", "H", "H", "H", "H", "H", "H", "S", "C", "C", "C", "C", "C", "N", "H", "H", "H", "H", "S", "C", "N"],
  "coordinates": [[-0.496, -0.450, 0.114], [-0.061, 0.029, -3.034], [0.440, -1.400, -2.899], [-0.195, -2.198, -1.381], [1.282, -3.013, -0.711], [2.383, -2.049, -0.308], [1.764, -0.710, 0.777], [2.495, 0.762, -0.005], [2.015, 1.027, -1.421], [0.187, 1.023, -1.536], [0.413, 0.533, -3.876], [-1.142, 0.060, -3.184], [0.086, -1.999, -3.737], [1.527, -1.451, -2.895], [0.893, -3.553, 0.153], [1.646, -3.744, -1.433], [3.151, -2.581, 0.252], [2.861, -1.598, -1.175], [2.211, 1.578, 0.661], [3.582, 0.679, 0.025], [2.359, 2.006, -1.752], [2.407, 0.290, -2.118], [-2.777, -0.038, -0.372], [-2.527, 1.145, 0.882], [-3.430, 2.003, 1.494], [-2.964, 2.817, 2.506], [-1.627, 2.761, 2.901], [-0.788, 1.877, 2.265], [-1.235, 1.106, 1.268], [-4.466, 2.005, 1.187], [-3.645, 3.492, 3.008], [-1.252, 3.380, 3.702], [0.249, 1.759, 2.550], [-2.559, -2.025, 3.915], [-1.710, -1.833, 2.583], [-1.076, -1.689, 1.595]],
  "de_lowest_kj_mol": 0.0,
  "gap_ha": 0.28177,
  "total_charge": 1
}

# 5
{
  "formula": "C12H16N2",
  "method": "wB97M-V/def2-TZVPD",
  "species": ["C", "C", "C", "C", "C", "C", "C", "H", "H", "H", "H", "H", "H", "H", "H", "C", "C", "C", "C", "C", "N", "N", "H", "H", "H", "H", "H", "H", "H", "H"],
  "coordinates": [[4.245, 0.066, 2.600], [0.829, 0.267, 0.958], [1.116, 1.002, -0.182], [1.842, -0.033, 1.851], [3.153, 0.362, 1.615], [2.414, 1.401, -0.446], [3.430, 1.085, 0.457], [-0.192, -0.004, 1.190], [0.320, 1.263, -0.868], [1.587, -0.554, 2.768], [2.627, 1.988, -1.329], [5.213, 0.000, 2.100], [4.082, -0.896, 3.085], [4.443, 1.385, 0.218], [4.343, 0.832, 3.370], [-1.683, -1.538, -0.760], [-2.475, -2.762, -1.191], [-2.437, -0.260, -0.971], [-2.281, 0.678, -1.956], [-3.937, 1.230, -0.627], [-3.484, 0.095, -0.153], [-3.244, 1.617, -1.721], [-1.417, -1.601, 0.296], [-0.721, -1.456, -1.276], [-3.402, -2.793, -0.620], [-1.550, 0.667, -2.747], [-4.736, 1.821, -0.212], [-3.407, 2.486, -2.186], [-1.918, -3.682, -1.024], [-2.759, -2.665, -2.240]],
  "smiles": "CCc1c[nH]cn1.Cc1ccccc1",
  "de_lowest_kj_mol": 12.1,
  "gap_ha": 0.34798,
  "total_charge": 0
}

# 6
{
  "formula": "C12H16N2O",
  "method": "wB97M-V/def2-TZVPD",
  "species": ["C", "C", "C", "C", "C", "C", "C", "O", "H", "H", "H", "H", "H", "H", "H", "H", "C", "C", "C", "C", "C", "N", "N", "H", "H", "H", "H", "H", "H", "H", "H"],
  "coordinates": [[2.801, -0.528, -0.737], [0.333, 2.850, -1.490], [1.420, 2.971, -0.640], [-0.063, 1.610, -1.962], [2.294, 1.891, -0.493], [0.669, 0.480, -1.621], [1.870, 0.645, -0.950], [-0.508, 3.914, -1.700], [1.601, 3.879, -0.077], [-0.039, 4.740, -1.537], [-1.034, 1.584, -2.445], [3.171, 2.077, 0.110], [0.182, -0.480, -1.735], [2.557, -1.343, -1.413], [2.762, -0.991, 0.248], [3.839, -0.269, -0.931], [-1.614, -2.607, 2.153], [-0.100, -2.808, 2.198], [-2.021, -1.602, 1.137], [-1.786, -0.244, 1.244], [-2.177, -0.787, -0.860], [-2.303, -1.912, -0.172], [-2.057, 0.267, 0.017], [-2.245, -3.496, 2.191], [-2.039, -2.191, 3.068], [0.390, -1.883, 1.893], [-1.694, 0.365, 2.125], [-2.900, -0.608, -1.649], [-1.725, 1.143, -0.362], [0.059, -3.437, 1.312], [0.358, -3.231, 3.080]],
  "smiles": "CCc1c[nH]cn1.Cc1ccc(O)cc1",
  "de_lowest_kj_mol": 204.6,
  "gap_ha": 0.33909,
  "total_charge": 0
}